Record 1
Computed, not measured: a gas-phase ion, C35H28F4O2P (charge +1), with the ωB97M-V functional and the def2-TZVPD basis.

Cartesian coordinates (Å):
C 0.1854 -1.7563 5.1397
C 3.9674 -0.6834 -3.6021
H -1.0261 -2.1981 -2.5648
H 1.4528 -4.2925 3.2632
H -0.7162 0.0468 4.3660
C -1.2522 -1.2173 -2.9995
H -3.3863 0.2662 -5.2568
H -0.0709 2.5632 1.9303
H -4.7435 -0.4391 -1.4169
O 2.7942 1.0431 0.0349
C 0.7764 -2.9901 4.8487
H -3.1342 -4.2615 -0.1728
C -1.0680 2.3355 2.3191
H -4.8844 -2.9330 -1.3833
H 4.5694 2.7618 -0.7939
C 2.8596 -0.9845 -2.8114
C 0.7221 -0.2662 -1.6632
H 0.6843 -1.2089 -1.0864
C -1.8001 1.2647 -4.1495
C -3.1041 -3.1656 -0.1699
C 1.9884 0.0601 -2.4290
H -3.5999 3.8805 4.0327
C -2.0718 -2.5140 0.5126
C -0.2470 -0.9093 4.1054
H -0.1460 2.0304 -3.0306
C 1.7643 0.6404 0.7456
O 1.6975 0.8896 1.9556
H 3.3157 2.6076 1.3963
F 4.8142 -1.7177 -3.9895
F -2.0334 2.4997 -4.7497
H -4.5246 1.5679 3.9175
C -3.0395 3.0927 3.5344
C -0.0956 -1.2768 2.7499
H 5.6988 2.5226 0.5578
P -0.6563 -0.2750 1.3421
C -2.2870 -1.0707 -3.9260
C 4.2618 0.6531 -3.9416
H -2.9824 0.7278 -0.1131
C -1.7952 3.3491 2.9624
C -2.5482 0.1551 -4.5660
H -1.3405 -3.0956 1.0752
F 3.7319 3.0048 -3.7403
C -4.0812 -2.4224 -0.8430
C 3.7674 1.7139 0.9144
C -0.4049 -0.1261 -2.7049
H -1.3669 4.3519 3.0085
H 0.0562 -1.4452 6.1819
H 1.0982 -3.6488 5.6550
C 0.5581 -2.4940 2.4771
C -1.9966 -1.1163 0.5087
C -2.8331 0.7791 2.8142
C -0.7537 1.1463 -3.2267
C 0.5214 0.1409 -0.0951
C -2.9861 -0.3694 -0.1565
C 4.8964 2.0474 -0.0211
H -3.2633 -0.2306 2.7933
H 5.2974 1.1346 -0.4962
H 0.0971 1.2350 -0.4859
C -3.5505 1.7938 3.4700
F -3.0510 -2.1848 -4.2694
H 1.6596 2.2191 -2.4005
H 4.0491 0.9639 1.6696
C -1.5931 1.0391 2.1741
C 2.3064 1.4008 -2.7080
C 3.4461 1.6783 -3.4470
C 0.9733 -3.3431 3.5124
H 5.1430 0.8856 -4.5273
H 0.7216 -2.7989 1.4374
H 2.5637 -2.0330 -2.6144
C -4.0053 -1.0238 -0.8537

HOMO-LUMO gap: 0.3190 hartree
E_LUMO: -3.10 eV
total charge: +1
calculated total energy: -2241.50030 hartree
maximum force: 0.1429 Eh/bohr

***

Record 2
Computed, not measured: a molecular structure, C35H28MoN3O2S, with the ωB97M-V functional and the def2-TZVPD basis.

Cartesian coordinates (Å):
C 4.4062 -3.5991 -2.0385
C -4.2371 1.5786 0.8885
C 2.4835 4.4217 2.7449
C -1.7216 1.2209 1.4413
H -0.5449 -6.2774 0.4833
C -5.1123 3.8291 0.4276
H 1.1388 4.8125 0.9902
C -3.7893 4.3461 0.5148
C 1.6640 4.0707 1.6411
S 0.6103 2.3114 -0.1838
H 1.4559 1.4631 -3.0056
C 2.5487 -2.3799 -1.1017
H -3.4755 5.4081 0.4257
C -3.2067 -1.7525 -1.8078
H -2.1404 0.0453 -2.0775
C -0.8865 -2.6720 -0.7577
O 2.6822 0.1267 0.5889
H -6.3015 2.1277 0.3858
H -2.7083 -5.5788 -0.4108
C -2.2024 -0.2767 1.6051
H 3.3208 1.4732 -4.6750
C 2.8219 -1.3323 -2.0725
H 1.3829 -4.8586 0.4243
C 2.8536 2.0696 3.2539
H -3.9661 -3.7417 -1.4230
C -0.6649 -5.2709 0.1281
C 0.3712 -3.1089 -0.2607
C -2.0633 -0.9244 -1.7350
C -3.1844 -3.0351 -1.3694
H -2.0367 1.7110 3.4879
C -2.7803 3.4772 0.8170
C 0.4484 -4.4533 0.0917
C -2.9342 2.1073 1.0216
H -0.8497 2.7281 2.6818
H 5.4657 -2.7953 -3.7240
H -1.2813 -0.7837 1.8187
H -4.0989 -1.3239 -2.2226
C 4.0346 -0.4807 -3.9821
C 3.7964 -1.5334 -3.0620
N 1.4035 -2.1999 -0.3086
C 1.5542 2.7161 1.3030
N -0.9324 -1.3424 -1.1558
C -1.2067 1.6844 2.8029
C 1.9742 0.3548 1.5968
H 3.1631 1.2723 3.8701
H 3.3543 -4.2976 -0.3425
H -0.4204 1.0211 3.1177
Mo 0.8298 -0.2697 -0.3075
C -1.8836 -4.8566 -0.3869
C 2.1282 1.7282 2.1179
H -1.8226 3.9050 0.8179
N 2.0184 -0.2629 -2.1049
H 3.4192 3.6899 4.5230
H -2.5814 -0.7445 0.6824
C 3.0715 3.4230 3.5037
H 2.6267 5.4774 3.0832
C 3.3592 -3.5429 -1.1193
H -2.8873 -0.4004 2.5008
C 2.1851 0.6514 -3.0087
C 3.1809 0.6410 -4.0068
C -0.6981 1.1365 0.2214
O 1.1701 -0.4998 2.0143
C 4.6354 -2.7030 -3.0674
H -5.9049 4.4806 0.1056
C -5.3236 2.4679 0.5812
H 4.8588 -0.6010 -4.6756
H 5.1593 -4.2825 -1.8725
H -4.4477 0.5263 1.0064
H -1.2964 1.1960 -0.6592
C -1.9854 -3.5183 -0.7850

HOMO-LUMO gap (alpha / beta): 0.2187 / 0.2187 hartree
E_LUMO (alpha / beta): -4.12 / -4.12 eV
total charge: +1
calculated total energy: -2131.44627 hartree
maximum force: 0.0637 Eh/bohr

***

Record 3
Computed, not measured: a molecular structure, C35H29AsN6OOsS, with the ωB97M-V functional and the def2-TZVPD basis.

Cartesian coordinates (Å):
N -1.2859 3.8126 -2.0939
H 1.3423 -1.0925 5.9271
H -0.8157 -1.2149 7.1260
S 2.1890 1.2704 1.2941
H 2.0667 0.5907 -4.9030
H -3.3034 2.5236 2.2051
C 1.9401 5.4409 -2.9584
H -0.0630 6.0472 -3.4809
C 1.3969 -0.2117 -3.0313
C -0.7209 -5.0744 -0.7280
C -0.9517 -0.8661 -4.3772
H -3.1978 2.0085 -1.8790
C 0.5289 -0.3835 4.1044
H 4.9792 -3.3139 -0.4736
C -0.6710 -0.0253 3.4674
C -1.9255 -0.0998 4.1777
C 2.3457 -1.2206 -0.0406
C -0.8213 -1.1781 -3.0309
C 0.8270 3.3210 -1.6177
C 0.5651 5.3303 -2.9674
H 2.8348 2.7124 -1.1000
H 4.7880 0.3963 1.6646
H -1.6541 -4.5368 2.4854
C 3.0755 -2.3281 -0.4590
H -2.1148 4.2602 -2.4554
H 2.4078 6.2686 -3.4758
H 3.8262 4.6299 -2.3187
C 0.3602 -0.8584 -2.3669
H 2.3163 0.0290 -2.5088
C -1.2334 -5.3316 0.5369
As 0.4668 -1.0911 -0.4660
C -3.5738 -1.3134 1.0121
H -1.6141 -6.3166 0.7734
H -4.1796 1.9180 0.1191
N -0.8930 0.3941 2.2170
C -0.2363 -3.8116 -1.0423
H -1.7123 2.6255 1.5360
C 0.0842 -0.2244 -5.0465
C -2.5024 1.8678 -1.0519
C 4.3099 -0.3694 1.0642
N -2.8817 0.3253 3.3348
C -1.2833 2.6969 -1.3681
H 2.5946 -3.1050 -1.0403
H 0.1512 -3.6138 -2.0326
N -3.2247 2.2401 0.1662
H -3.8724 0.2678 3.5196
C 0.4407 -0.8039 5.4021
H -2.9342 -0.5833 6.0387
C 2.7517 4.5037 -2.2943
H -1.8576 -1.1332 -4.9066
H -0.6991 -5.8569 -1.4756
H -1.6252 -1.6870 -2.5126
H 1.4727 -0.3241 3.5803
C -0.7776 -3.0677 1.1945
H -0.0196 0.0130 -6.0976
C -1.2599 -4.3312 1.4987
C 1.2567 0.1014 -4.3763
C 0.0325 4.2437 -2.2821
C -2.3429 0.5832 2.0053
N -2.8192 -0.3691 1.0315
H -0.7855 -2.2897 1.9482
O -4.2852 -2.2198 0.8868
C -2.6474 2.0558 1.4719
C 2.9651 -0.2265 0.7227
H -2.1902 0.8200 -1.0843
C 5.0311 -1.4738 0.6361
C -1.9947 -0.5305 5.5039
C -0.8096 -0.8775 6.0979
C 4.4177 -2.4534 -0.1327
N -0.0230 2.3577 -1.0521
C 2.2126 3.4315 -1.6152
Os 0.0195 1.1027 0.5625
C -0.2692 -2.8133 -0.0745
H 6.0756 -1.5675 0.9057

HOMO-LUMO gap (alpha / beta): 0.2310 / 0.2151 hartree
E_LUMO (alpha / beta): -6.16 / -8.05 eV
total charge: +2
calculated total energy: -4479.01005 hartree
2S+1: 5
maximum force: 0.0189 Eh/bohr

***

Record 4
Computed, not measured: a molecular structure, C35H29BaBrN5O10P, with the ωB97M-V functional and the def2-TZVPD basis.

Cartesian coordinates (Å):
H 4.7800 2.5902 1.3044
C -0.2436 0.7653 -3.5843
P 1.3112 2.9293 1.5236
H -3.0756 -2.6132 3.0268
C -2.2585 -1.1350 1.6986
H -1.1231 2.4034 -4.6345
C 1.7625 -2.8989 -4.0378
Ba 0.3641 0.2468 -0.3672
H -4.4786 -0.9107 4.2207
C 0.5380 4.7260 3.2638
C 1.0822 1.4435 6.7776
C 1.0837 0.2146 4.2642
H 1.2893 -2.8204 -6.1103
C -0.2265 -0.5239 -6.1110
C 2.2056 0.1105 5.1049
H -2.4022 2.9398 3.2561
N 0.9616 -1.1219 -2.6770
C -3.8228 -0.6237 3.4108
O 2.7988 2.7987 0.8941
C -3.7409 0.7016 3.0054
N -2.1591 0.1334 1.3065
O 2.4683 -0.5075 0.4066
H 0.4770 5.4241 -0.7983
O -0.2869 1.2804 -2.4006
N -0.4095 -1.1362 -7.4123
H -0.9314 2.0571 6.2902
C 2.0839 -1.0023 2.6272
C 3.8347 2.2137 1.6921
H -0.4887 -3.6955 0.9953
C 2.0761 -1.4361 1.1801
C -1.4592 -2.1240 0.8763
H -1.5715 -6.2239 -5.3229
H 4.1806 -0.7678 5.2769
C -0.0540 0.9228 4.7193
H 2.0383 -2.6594 -1.8869
C 3.3097 -0.6512 4.6433
O 0.6121 3.7186 0.3010
C -2.3232 -2.4279 -5.4928
H 1.7508 5.4606 0.4578
C -0.7117 1.4097 -4.7273
H 3.7385 2.5154 2.7365
H -3.6302 -2.7739 -3.8358
C -1.7764 -5.1646 -5.3722
H -1.0755 1.2591 -6.8530
Br -3.4808 -5.6316 -3.1478
H 0.1473 4.0987 4.0702
H 1.9903 4.5094 -1.0298
H 0.9117 5.6568 3.6874
C 0.3748 -0.5496 -3.7661
C 3.2481 -1.2180 3.4091
C -2.7938 2.4491 1.4522
C -2.9354 -3.2130 -4.5368
C 1.2581 4.8531 -0.3019
O 1.6418 4.0799 2.6310
H 1.0712 1.9271 7.7443
C 2.1823 0.7484 6.3670
O -1.0889 -1.8637 -0.2420
C -2.6459 -4.5724 -4.4748
H 3.7948 1.1303 1.5900
H 2.3534 -3.8009 -4.1083
C 1.6035 -2.2541 -2.7926
H -2.5427 -1.3700 -5.5313
O -2.9175 2.7507 0.3088
H -0.5145 -4.8070 -7.0729
H -0.9129 0.9493 4.0593
C -0.0570 1.5219 5.9443
O -1.2160 -3.2712 1.4881
C -1.1834 -4.3730 -6.3432
H 4.0597 -1.8017 2.9999
C -0.6776 0.7641 -5.9757
C 0.4045 -1.1751 -5.0254
H -0.2575 4.9443 2.5495
O -2.5877 3.3819 2.4180
C 1.1636 -2.3621 -5.1366
O 1.6006 -2.5152 0.8260
H -4.3392 1.4680 3.4780
C -2.8880 1.0288 1.9542
H 3.0521 0.6682 7.0050
C -1.4323 -3.0115 -6.3808
C -3.0543 -1.5718 2.7518
N -0.8539 -2.2779 -7.5233
N 1.0235 -0.3371 3.0188

HOMO-LUMO gap: 0.2153 hartree
E_LUMO: -0.84 eV
total charge: 0
calculated total energy: -5318.37274 hartree
maximum force: 0.0336 Eh/bohr

***

Record 5
Computed, not measured: a molecular structure, C35H29BrF2N8O2Y, with the ωB97M-V functional and the def2-TZVPD basis.

Cartesian coordinates (Å):
H -2.3562 -0.2933 2.6340
H 4.6136 -4.6148 -0.9087
N -1.4418 -2.0827 -1.6345
H 1.8764 0.7112 -4.9732
C -2.7583 -2.0642 -1.8455
H 0.9852 3.0467 -5.3154
N 1.4078 0.9431 0.0769
C 0.6043 0.4066 -3.2812
C -0.0599 -1.9651 1.5226
H -0.6013 -2.9206 1.3894
H 0.1463 -4.0446 3.3024
O -2.9881 -1.0878 0.2904
C -1.9945 2.4672 -1.7466
C -3.6398 -1.4848 -0.7295
C 2.9171 -4.8881 0.3964
C 2.0459 -4.2849 1.2937
N -0.3411 0.8475 -2.4472
H -4.4941 4.7700 -1.3950
C -2.2178 1.6843 -0.6038
H 3.3284 -1.1654 1.2780
C -0.8842 2.0652 -2.6614
H 2.5145 -1.1184 3.7163
N -0.5369 1.3370 1.9585
H -0.0776 -2.5924 4.2696
H -2.8925 -3.7234 -4.7727
H -0.4595 -3.9306 -4.2421
N -1.4210 2.5517 3.7906
C -0.6712 -2.7769 -2.4474
Br 1.1377 -3.0341 -1.9258
C 1.6251 -0.9410 3.0986
C 0.6433 -3.1389 3.6552
C 2.4578 0.6783 -0.7188
H 4.3468 3.4442 -0.3033
C 0.4158 2.3184 1.7921
C -3.8659 3.9228 -1.1630
C 2.5034 3.0370 0.6578
C 1.1045 1.1314 -4.3425
O -4.8481 -1.5382 -0.9079
C -2.8349 3.5515 -1.9952
C 1.4302 2.1116 0.8248
C 2.1662 -2.9343 1.6392
H 0.1815 5.2591 4.1854
H -1.1229 4.5732 5.0741
H 4.8601 -2.2120 -0.3152
C -3.2794 2.0399 0.2286
C 3.5317 2.7407 -0.1786
N -2.2230 0.4735 3.2769
C 0.6039 2.4083 -4.5268
H 1.2336 -4.8680 1.7107
C 3.5382 1.5021 -0.8824
N 0.4268 3.4449 2.5583
C -1.1369 -3.3858 -3.6017
Y -0.7926 -0.2052 0.0823
H 0.9968 -0.5811 -3.0746
F -5.0716 3.4731 0.7971
H 0.8499 -0.5016 3.7301
C 4.0757 -2.8104 0.1369
C 1.0908 -2.2421 2.4949
H 2.4136 -0.2678 -1.2510
C -4.0577 3.1398 -0.0393
H 2.4730 3.9566 1.2249
H -0.7904 3.8638 -3.8308
N -0.6213 4.6552 4.2080
H 4.3462 1.2123 -1.5404
C -2.4886 -3.2752 -3.8717
C 3.2043 -2.2156 1.0477
H 2.7906 -5.9371 0.1500
H 1.8726 -0.2001 2.3404
C -1.3606 1.4899 2.9909
C -0.3913 2.8743 -3.6929
C -3.3236 -2.6361 -2.9735
H -3.5301 1.4512 1.1076
C -0.5153 3.4964 3.4767
H -3.0069 0.7244 3.8529
F -2.6921 4.3117 -3.1243
C 3.9382 -4.1514 -0.1982
H -4.3961 -2.5750 -3.0899
H 1.4876 -3.4272 4.2914

HOMO-LUMO gap (alpha / beta): 0.2301 / 0.1850 hartree
E_LUMO (alpha / beta): 2.25 / 2.24 eV
total charge: -1
calculated total energy: -4751.95624 hartree
maximum force: 0.0135 Eh/bohr

***

Record 6
Computed, not measured: a molecular structure, C35H29BrMnN6S, with the ωB97M-V functional and the def2-TZVPD basis.

Cartesian coordinates (Å):
C -4.4004 3.6838 2.1905
H -0.2842 4.8077 -5.5211
C 2.3705 -1.6528 -5.8450
H -3.4651 0.8501 0.5055
H -3.2188 4.4484 -2.4241
C -2.9322 2.8061 -0.1046
C -2.9692 4.1534 0.2698
C -3.5720 1.8783 0.7708
N 1.8795 0.1381 0.9763
C 0.8747 -3.4591 2.6530
H -4.8871 4.0426 3.1354
C 0.8470 -3.6041 4.0503
H -3.7516 5.6681 1.6737
H 1.2216 -2.7637 4.6363
H 0.0894 -4.6867 5.8546
H 1.8489 -2.0221 -6.7555
H -2.1959 -1.0565 3.7794
C -2.2078 -2.2960 2.1070
H -2.3381 5.7187 -4.2455
C 3.0309 2.2391 1.0047
C -2.2691 4.1147 -2.8843
H 3.1837 -2.1402 3.0423
H 4.6112 2.4945 2.4790
C 2.6417 -0.3078 1.9817
C -3.7518 4.6019 1.3625
C -0.6551 4.3543 -4.6304
H 0.9540 3.0200 -4.5932
C 0.0301 3.2493 -4.1182
C 1.7432 -1.5424 -2.1894
H -3.5774 -3.8526 2.1452
N -1.6862 -1.3463 2.9098
C 2.4306 -1.6516 2.3933
C 3.7018 0.5114 2.4797
C -0.3618 -5.7039 3.9818
H -2.3031 4.8460 -0.3001
C 0.4265 -4.5799 1.9356
Mn 0.2685 -1.1232 0.4965
H 4.4644 -0.0133 3.0464
C 0.1926 -4.6554 4.7254
H 0.5395 -1.8438 -4.5422
C 2.1282 1.3620 0.4510
C 1.6404 -1.6132 -4.6639
N -0.9602 -0.2649 2.2522
H -0.4511 -6.5775 2.0256
C -0.8607 0.0783 -0.3510
H 0.6068 -4.5964 0.8636
Br -1.3367 -7.0366 4.7512
H 1.4385 1.6925 -0.3112
H -4.8985 1.5785 2.4287
C 3.7256 -1.2987 -5.8688
C -0.1812 -5.6817 2.5775
C 2.3120 -1.2160 -3.4383
H 4.3000 -1.3756 -6.7683
H 5.3073 -0.3664 -4.7668
H 0.0449 1.6503 -2.7336
C -2.0384 2.2740 -1.1560
H 4.0552 -0.5489 -2.5160
C -1.3264 1.1454 -0.8182
C 3.8763 1.8192 2.0513
C -4.3115 2.3223 1.8631
S -1.6579 -2.4252 0.4247
H -2.7763 -3.5450 3.5836
H -0.3664 0.2178 2.9454
C -1.5369 3.0469 -2.3045
N -3.0822 -3.1742 2.6890
H -1.7078 0.3962 2.0425
H 3.1564 3.2517 0.6042
C -0.4489 2.5524 -3.0346
C 4.3116 -0.8257 -4.6995
N 1.3575 -2.3027 2.0096
C 3.6190 -0.8234 -3.4627
C -1.8090 4.7968 -3.9658
N 1.3468 -1.8374 -1.1369

HOMO-LUMO gap (alpha / beta): 0.1587 / 0.2309 hartree
E_LUMO (alpha / beta): -6.86 / -6.89 eV
total charge: +2
calculated total energy: -5802.21203 hartree
2S+1: 4
maximum force: 0.0794 Eh/bohr